No. 1
A cluster of 2 separate species, C4H12N2 in total in a non-equilibrium geometry. Source: the OMol25 dataset; level of theory: the ωB97M-V functional and the def2-TZVPD basis.

## Properties
Energy = -268.98763 a.u.
LUMO energy = 1.067 eV
Kohn-Sham gap = 9.5 eV
SMILES string = C=CN.CNC
ΔE to the lowest compared entry with this formula, charge and spin = 3.5024 eV

Structure (ORCA input):
```
! wB97M-V def2-TZVPD RIJCOSX def2/J DEFGRID3
* xyz 0 1
C 3.42550 -1.81295 -0.91653
C 3.07277 -0.56011 -0.61945
N 2.20428 -0.28641 0.58090
H 3.08326 -2.79269 -0.74923
H 4.30189 -1.97245 -1.68616
H 3.18137 0.40611 -1.13601
H 1.55196 -1.00891 0.81803
H 2.69826 0.32828 1.34728
C -1.83807 -0.32716 0.14152
N -2.21398 0.98805 -0.52553
C -2.67648 1.95741 0.54516
H -2.51964 -1.07377 -0.30098
H -0.74516 -0.61410 0.00863
H -2.13117 -0.45738 1.19076
H -2.86152 0.70577 -1.23201
H -3.65300 1.61923 0.93377
H -2.82251 2.95271 0.06262
H -2.05775 1.94837 1.53723
*
```

Atom charges from the natural (NBO) analysis, given in e for atoms 1 to 2: -0.470 -0.008

---

No. 2
The molecule C4H12N2 in a non-equilibrium geometry. Source: the OMol25 dataset; level of theory: the ωB97M-V functional and the def2-TZVPD basis.

## Properties
Energy = -269.08387 a.u.
LUMO energy = 1.004 eV
Kohn-Sham gap = 10.4 eV
SMILES string = NCCCCN
ΔE to the lowest compared entry with this formula, charge and spin = 0.8838 eV

Structure (ORCA input):
```
! wB97M-V def2-TZVPD RIJCOSX def2/J DEFGRID3
* xyz 0 1
N -1.99081 0.99678 0.12058
C -0.77398 1.32131 -0.68883
C -0.16407 0.08164 -1.31431
C 1.15957 -0.26898 -0.61502
C 1.17702 -0.70733 0.85504
N 0.21654 -1.78193 1.15805
H -2.34024 1.89602 0.44664
H -1.70399 0.47862 0.94839
H -1.10934 2.11320 -1.36687
H -0.07403 1.84618 -0.02600
H 0.07045 0.08129 -2.37737
H -0.82125 -0.78091 -1.19271
H 1.53704 -1.21786 -1.03180
H 2.02636 0.34496 -0.85720
H 1.00370 0.12569 1.53885
H 2.17571 -1.09708 1.06626
H -0.71349 -1.39249 1.20039
H 0.32481 -2.03911 2.13592
*
```

Atom charges from the natural (NBO) analysis, given in e for atoms 1 to 2: -0.824 -0.224

---

No. 3
A cluster of 2 separate species, C4H12N2 in total in a non-equilibrium geometry. Source: the OMol25 dataset; level of theory: the ωB97M-V functional and the def2-TZVPD basis.

## Properties
Energy = -269.05022 a.u.
LUMO energy = 0.960 eV
Kohn-Sham gap = 9.1 eV
SMILES string = C=CN.CNC
ΔE to the lowest compared entry with this formula, charge and spin = 1.7993 eV

Structure (ORCA input):
```
! wB97M-V def2-TZVPD RIJCOSX def2/J DEFGRID3
* xyz 0 1
C 3.86991 -0.57109 2.20297
C 3.02764 0.46430 2.24076
N 1.71123 0.35899 1.77429
H 3.68564 -1.39942 1.52755
H 4.85674 -0.54092 2.63943
H 3.22548 1.40892 2.72952
H 1.62831 -0.34516 1.05642
H 1.24970 1.17880 1.42641
C -1.60614 -0.28552 -2.51860
N -1.71254 0.29406 -1.15079
C -3.09074 -0.01681 -0.64253
H -1.81358 -1.34699 -2.38307
H -2.39684 0.06291 -3.19204
H -0.59811 -0.19547 -2.91316
H -1.76323 1.29585 -1.29141
H -3.76117 0.77290 -0.95810
H -2.97264 -0.18181 0.42607
H -3.53967 -0.95354 -0.97373
*
```

Atom charges from the natural (NBO) analysis, given in e for atoms 1 to 2: -0.525 0.014

---

No. 4
The molecule C4H12N2 in a non-equilibrium geometry. Source: the OMol25 dataset; level of theory: the ωB97M-V functional and the def2-TZVPD basis.

## Properties
Energy = -269.06358 a.u.
LUMO energy = 1.075 eV
Kohn-Sham gap = 10.4 eV
SMILES string = CC(C)NCN
ΔE to the lowest compared entry with this formula, charge and spin = 1.4359 eV

Structure (ORCA input):
```
! wB97M-V def2-TZVPD RIJCOSX def2/J DEFGRID3
* xyz 0 1
C 1.54568 0.63501 -1.02473
C 1.00765 -0.10550 0.30504
C 1.73319 -1.37429 0.70812
N -0.45149 -0.45387 0.10107
C -1.25137 0.75317 -0.08409
N -2.70007 0.53909 -0.07371
H 2.65016 0.75408 -0.79171
H 1.45728 0.16227 -2.00508
H 1.11530 1.65828 -1.01184
H 1.29974 0.57227 1.05976
H 1.16016 -1.97604 1.33928
H 2.05108 -2.05201 -0.21004
H 2.67354 -1.21854 1.33414
H -0.88462 -0.70512 0.96986
H -0.95804 1.53413 0.78402
H -0.93538 1.26079 -0.93101
H -2.91675 0.00308 0.74380
H -2.86241 -0.04011 -0.89876
*
```

Atom charges from the natural (NBO) analysis, given in e for atoms 1 to 2: -0.623 -0.059

---

No. 5
A cluster of 2 separate species, C4H12N2 in total in a non-equilibrium geometry. Source: the OMol25 dataset; level of theory: the ωB97M-V functional and the def2-TZVPD basis.

## Properties
Energy = -269.03702 a.u.
LUMO energy = 0.950 eV
Kohn-Sham gap = 8.9 eV
SMILES string = C=CN.CNC
ΔE to the lowest compared entry with this formula, charge and spin = 2.1585 eV

Structure (ORCA input):
```
! wB97M-V def2-TZVPD RIJCOSX def2/J DEFGRID3
* xyz 0 1
C -1.81108 -0.01469 3.28488
C -1.25725 0.36029 2.07188
N -1.80451 -0.10535 0.84765
H -2.64537 -0.72836 3.36846
H -1.53126 0.55222 4.21140
H -0.38385 1.07209 1.99334
H -2.40264 -0.91462 0.95676
H -1.15515 -0.09545 0.07544
C 1.33056 1.16552 -1.68610
N 0.97589 -0.28676 -1.69764
C 2.09338 -1.10615 -2.09366
H 0.53029 1.96084 -1.44345
H 2.31771 1.25653 -1.08608
H 1.67429 1.51924 -2.73961
H 0.17550 -0.40014 -2.39641
H 2.60785 -0.60075 -2.85853
H 1.70717 -2.01164 -2.42815
H 2.77221 -1.29501 -1.16519
*
```

Atom charges from the natural (NBO) analysis, given in e for atoms 1 to 2: -0.551 0.014

---

No. 6
The molecule C4H12N2 in a non-equilibrium geometry. Source: the OMol25 dataset; level of theory: the ωB97M-V functional and the def2-TZVPD basis.

## Properties
Energy = -269.07552 a.u.
LUMO energy = 1.167 eV
Kohn-Sham gap = 9.1 eV
SMILES string = CC(C)NCN
ΔE to the lowest compared entry with this formula, charge and spin = 1.1111 eV

Structure (ORCA input):
```
! wB97M-V def2-TZVPD RIJCOSX def2/J DEFGRID3
* xyz 0 1
C 1.51368 0.62413 -0.88141
C 0.85815 -0.34543 0.15359
C 1.55526 -0.34979 1.51443
N -0.58543 -0.27195 0.25298
C -1.51376 -0.09640 -0.86414
N -2.86845 0.01565 -0.40377
H 1.89176 1.43954 -0.27338
H 0.81598 0.97225 -1.65623
H 2.33189 0.19930 -1.43917
H 0.97138 -1.33896 -0.31970
H 1.38902 -1.31755 1.97392
H 1.10188 0.44339 2.11624
H 2.62975 -0.26928 1.42782
H -1.03641 -0.16684 1.14887
H -1.35897 -0.85958 -1.63259
H -1.29355 0.89127 -1.26591
H -3.17184 -0.51265 0.40020
H -3.23034 0.94288 -0.25175
*
```

Atom charges from the natural (NBO) analysis, given in e for atoms 1 to 2: -0.626 -0.029

---

No. 7
A cluster of 2 separate species, C4H12N2 in total in a non-equilibrium geometry. Source: the OMol25 dataset; level of theory: the ωB97M-V functional and the def2-TZVPD basis.

## Properties
Energy = -269.07213 a.u.
LUMO energy = 0.928 eV
Kohn-Sham gap = 10.4 eV
SMILES string = C/N=C\N.CC
ΔE to the lowest compared entry with this formula, charge and spin = 1.2032 eV

Structure (ORCA input):
```
! wB97M-V def2-TZVPD RIJCOSX def2/J DEFGRID3
* xyz 0 1
C -1.60863 0.85500 -0.05904
N -0.24300 0.95352 0.46626
C -0.01532 0.61339 1.65726
N -1.02957 0.38636 2.64319
H -1.66894 -0.07760 -0.61723
H -1.75091 1.69043 -0.74077
H -2.35708 0.85726 0.73166
H 1.02663 0.53570 1.97110
H -0.78713 -0.39956 3.23915
H -0.98043 1.17113 3.29403
C 0.70172 -1.27324 -1.82232
C 2.05500 -1.17445 -2.51323
H 0.69268 -2.11418 -1.11808
H -0.15254 -1.35607 -2.49147
H 0.57186 -0.38881 -1.18574
H 2.37462 -2.11553 -2.95710
H 1.90454 -0.48482 -3.35492
H 2.85626 -0.76729 -1.90022
*
```

Atom charges from the natural (NBO) analysis, given in e for atoms 1 to 2: -0.461 -0.411

---

No. 8
A cluster of 2 separate species, C4H12N2 in total in a non-equilibrium geometry. Source: the OMol25 dataset; level of theory: the ωB97M-V functional and the def2-TZVPD basis.

## Properties
Energy = -268.77059 a.u.
LUMO energy (alpha / beta) = -3.974 / -7.769 eV
Kohn-Sham gap (alpha / beta) = 9.2 / 5.3 eV
<S²> = 0.766
ΔE to the lowest compared entry with this formula, charge and spin = 0.8235 eV

Structure (ORCA input):
```
! wB97M-V def2-TZVPD RIJCOSX def2/J DEFGRID3
* xyz 1 2
C -2.99813 0.46570 0.29559
C -1.70467 -0.00849 0.15355
N -0.90231 -0.38146 1.13338
H -3.42357 0.78032 1.23806
H -3.62515 0.53385 -0.57950
H -1.33834 -0.33942 -0.81948
H -1.25242 -0.25216 2.08197
H 0.09421 -0.07994 1.11540
C 1.44245 1.13872 -0.82213
N 1.94107 0.03268 -0.02055
C 1.66732 -1.26491 -0.63450
H 0.41318 1.43062 -0.56306
H 1.34852 0.87008 -1.88834
H 2.07207 2.02218 -0.79772
H 2.94039 0.05631 0.12305
H 1.96708 -1.35392 -1.67904
H 2.28121 -2.01186 -0.13123
H 0.63247 -1.57243 -0.48897
*
```

Atom charges from the natural (NBO) analysis, given in e for atoms 1 to 2: -0.134 0.081